(1)
Below is a molecular structure, C6H16BrF2NO12S4V in a non-equilibrium geometry, with properties calculated with wB97M-V/def2-TZVPD.

Properties
Net charge: -1

Last column: Mulliken charge in e.
Atoms and positions in Å:
O -0.89 -7.82 -2.59  -0.53
V 0.07 -9.04 -2.66  1.48
O -0.58 -10.33 -2.00  -0.55
N 1.65 -8.32 -1.59  -0.24
S 1.97 -6.85 -0.84  0.95
O 3.10 -6.23 -1.43  -0.56
O 1.79 -6.81 0.56  -0.51
F 0.74 -6.09 -1.43  -0.17
S 2.48 -9.36 -0.64  1.00
O 1.95 -9.62 0.64  -0.48
O 3.88 -9.23 -0.80  -0.59
F 2.13 -10.68 -1.43  -0.26
Br 0.27 -9.80 -5.11  -0.53
O -2.17 -8.96 0.00  -0.49
S -2.32 -9.04 1.41  1.27
O -1.37 -9.77 2.18  -0.70
O -2.47 -7.61 2.05  -0.22
C -1.24 -6.89 2.15  0.32
C -1.58 -5.44 2.52  -1.14
C -3.93 -9.68 1.82  -1.09
H -0.66 -6.90 1.23  -0.25
H -0.65 -7.29 2.97  0.43
H -1.91 -4.88 1.65  0.17
H -0.70 -4.97 2.97  0.40
H -2.41 -5.44 3.23  0.30
H -3.78 -10.10 2.81  0.38
H -4.15 -10.42 1.05  0.35
H -4.64 -8.85 1.85  0.30
O -4.36 -5.44 0.48  -0.61
S -4.12 -5.39 -0.91  1.25
O -4.82 -6.24 -1.82  -0.67
O -4.41 -3.88 -1.36  -0.31
C -4.68 -3.65 -2.74  -0.18
C -4.45 -2.19 -3.03  -1.25
C -2.42 -5.50 -1.22  -0.60
H -5.68 -3.95 -3.05  0.30
H -4.04 -4.27 -3.37  0.33
H -5.23 -1.57 -2.59  0.30
H -4.50 -1.94 -4.10  0.38
H -3.47 -1.86 -2.68  0.30
H -1.88 -4.87 -0.52  0.33
H -2.12 -5.35 -2.26  0.51
H -2.13 -6.54 -1.04  -0.13


(2)
Below is C4H6OS3 in the gas phase in a non-equilibrium geometry, with properties calculated with wB97M-V/def2-TZVPD.

Properties
Structure (SMILES): O[C@@H](CS)C(=S)C=S
Net charge: 0
Energy above the lowest of the compared OMol25 structures with the same formula, charge and spin: 32.5 kcal per mole

Last column: natural (NBO) charge in e.
Atoms and positions in Å:
C 0.15 1.33 0.93  -0.53
C -0.55 0.23 0.10  0.00
C 0.40 -0.92 -0.10  -0.18
C 0.05 -1.73 -1.26  -0.35
H 2.30 1.88 -0.03  0.12
H 0.80 0.87 1.66  0.24
H -0.62 1.92 1.41  0.24
H -0.85 0.61 -0.91  0.20
H -2.23 -0.68 0.16  0.49
H 0.88 -2.42 -1.66  0.23
O -1.61 -0.31 0.84  -0.70
S 1.13 2.51 -0.06  -0.04
S 1.51 -1.45 0.91  0.17
S -1.37 -1.84 -1.98  0.12


(3)
Below is a molecular structure, C2H10BaO11 in a non-equilibrium geometry, with properties calculated with wB97M-V/def2-TZVPD.

Properties
Net charge: -2
Energy above the lowest of the compared OMol25 structures with the same formula, charge and spin: 260.2 kcal per mole

Last column: natural (NBO) charge in e.
Atoms and positions in Å:
Ba -1.14 15.17 -0.59  0.20
C -5.10 17.46 -5.75  0.89
O -6.19 17.13 -6.28  -0.65
O -4.48 18.40 -6.17  -0.70
O -4.79 16.84 -4.71  -0.63
C -5.09 11.07 -1.17  0.89
O -6.06 10.65 -1.79  -0.68
O -5.22 12.09 -0.47  -0.62
O -3.89 10.76 -1.34  -0.69
O -0.61 13.14 4.17  -0.93
H -0.13 13.42 4.95  0.46
H -1.29 12.55 4.50  0.47
O 3.26 12.03 -1.72  -0.93
H 3.41 11.08 -1.68  0.46
H 3.86 12.33 -2.40  0.46
O 3.43 17.60 0.19  -0.93
H 3.54 18.18 0.94  0.46
H 4.29 17.19 0.08  0.46
O -1.97 20.39 -1.19  -0.93
H -1.62 21.14 -0.72  0.45
H -2.67 20.75 -1.74  0.47
O 0.65 16.94 -4.72  -0.94
H -0.26 17.22 -4.82  0.48
H 1.15 17.63 -5.16  0.46


(4)
Below is a molecular structure, C42H64BBr2F3N6O5 in a non-equilibrium geometry, with properties calculated with wB97M-V/def2-TZVPD.

Properties
Net charge: 0
Energy above the lowest of the compared OMol25 structures with the same formula, charge and spin: 112.5 kcal per mole

Last column: Mulliken charge in e.
Atoms and positions in Å:
N 5.01 5.51 -1.41  -0.56
C 5.05 4.55 -0.78  0.47
O 5.21 3.53 0.08  -0.49
C 3.97 2.90 0.38  0.59
C 3.07 3.47 1.40  0.28
C 3.57 4.76 2.11  -0.85
C 4.14 4.31 3.52  -0.27
N 4.93 3.30 3.55  -0.45
C 1.78 2.81 1.70  0.55
C 0.83 3.45 2.75  -1.05
C 0.31 4.88 2.23  -0.87
C -1.11 4.77 1.53  0.28
F -2.06 4.17 2.33  -0.33
Br -0.87 3.83 -0.21  0.03
C -1.51 6.28 1.15  0.64
F -1.26 7.17 2.18  -0.23
F -2.86 6.37 0.85  -0.21
Br -0.54 7.00 -0.42  -0.12
C 1.43 1.57 1.01  0.06
C 2.36 1.04 -0.01  1.32
C 3.62 1.69 -0.36  0.12
C 4.58 1.12 -1.43  -1.43
C 5.50 0.05 -0.55  0.25
C 6.73 0.75 0.25  -0.69
O 6.87 -0.15 -1.02  -0.49
C 1.95 -0.25 -0.76  -0.27
O 2.70 -1.15 -1.08  -0.54
C 0.43 -0.39 -1.08  0.72
C -0.07 -1.00 -2.30  -0.94
C -1.52 -1.14 -2.52  -0.17
C -2.44 -0.66 -1.49  -0.84
C -1.92 -0.05 -0.25  0.52
B -3.01 0.41 0.85  0.66
N -3.19 -0.52 2.00  -0.54
O -3.77 1.60 0.75  -0.60
C -0.49 0.10 -0.02  0.10
C 0.13 0.74 1.26  -0.39
O -0.31 0.61 2.38  -0.57
H 4.44 5.24 1.58  0.51
H 2.78 5.52 2.32  0.05
H 3.86 4.80 4.49  0.41
H 5.20 3.10 4.52  0.26
H 1.39 3.63 3.70  0.41
H -0.10 2.86 2.97  0.40
H 0.25 5.52 3.16  0.34
H 0.99 5.32 1.46  0.47
H 5.33 1.85 -1.83  0.37
H 4.07 0.51 -2.21  0.44
H 4.95 -0.81 -0.02  0.37
H 7.23 1.61 -0.25  0.22
H 7.23 0.08 0.98  0.42
H 0.67 -1.37 -3.05  0.40
H -1.85 -1.62 -3.47  0.21
H -3.54 -0.79 -1.62  0.30
H -2.58 -0.26 2.78  0.22
H -4.17 -0.59 2.27  0.19
H -4.48 1.42 0.11  0.29
C -4.34 -2.86 -5.72  -1.18
C -5.11 -3.85 -4.85  -0.39
N -5.30 -3.40 -3.48  0.32
C -5.79 -4.45 -2.60  -0.69
C -7.19 -5.01 -2.87  -0.75
C -5.92 -2.10 -3.31  -0.67
C -7.31 -1.89 -3.91  -1.28
H -3.36 -2.63 -5.28  0.11
H -4.16 -3.30 -6.70  0.44
H -4.88 -1.93 -5.87  0.31
H -4.54 -4.78 -4.84  0.44
H -6.07 -4.07 -5.35  0.29
H -5.75 -4.10 -1.56  0.33
H -5.08 -5.29 -2.64  0.39
H -7.97 -4.32 -2.55  0.08
H -7.33 -5.93 -2.30  0.19
H -7.34 -5.26 -3.92  0.35
H -5.25 -1.34 -3.73  0.38
H -5.95 -1.85 -2.24  0.37
H -7.40 -2.30 -4.92  0.26
H -7.52 -0.82 -3.98  0.44
H -8.09 -2.32 -3.29  0.26
C 11.06 0.84 -0.22  -1.30
C 10.97 2.30 -0.64  -0.45
N 10.49 3.18 0.42  0.26
C 10.15 4.52 -0.05  -0.62
C 11.28 5.38 -0.61  -1.10
C 11.23 3.13 1.68  -0.76
C 12.73 3.45 1.64  -0.98
H 10.10 0.47 0.15  0.20
H 11.34 0.23 -1.09  0.44
H 11.82 0.67 0.55  0.32
H 10.27 2.35 -1.48  0.44
H 11.95 2.62 -1.02  0.26
H 9.65 5.06 0.75  0.41
H 9.40 4.41 -0.84  0.31
H 11.92 5.78 0.19  0.23
H 10.86 6.24 -1.14  0.42
H 11.91 4.85 -1.32  0.27
H 11.11 2.13 2.10  0.38
H 10.74 3.79 2.40  0.38
H 13.24 2.97 0.80  0.25
H 13.20 3.09 2.56  0.37
H 12.91 4.52 1.59  0.27
C -8.24 -7.66 0.83  -1.01
C -9.08 -6.89 1.84  -0.34
N -8.36 -5.81 2.50  0.10
C -9.08 -5.26 3.64  -0.70
C -10.41 -4.54 3.37  -0.95
C -7.73 -4.84 1.63  -0.82
C -8.62 -4.07 0.65  -0.55
H -7.33 -8.06 1.30  0.33
H -8.81 -8.51 0.44  0.46
H -7.95 -7.05 -0.02  -0.09
H -9.42 -7.61 2.60  0.47
H -9.99 -6.53 1.33  0.23
H -8.42 -4.58 4.19  0.35
H -9.28 -6.08 4.34  0.41
H -10.25 -3.56 2.94  0.22
H -10.94 -4.39 4.31  0.39
H -11.06 -5.11 2.71  0.27
H -6.95 -5.35 1.06  0.32
H -7.18 -4.11 2.24  0.34
H -9.33 -4.72 0.14  0.22
H -7.99 -3.62 -0.13  0.06
H -9.16 -3.27 1.13  0.31


(5)
Below is a molecular structure, C3H6ClNO2S in a non-equilibrium geometry, with properties calculated with wB97M-V/def2-TZVPD.

Properties
Net charge: 0
Energy above the lowest of the compared OMol25 structures with the same formula, charge and spin: 27.4 kcal per mole

Last column: natural (NBO) charge in e.
Atoms and positions in Å:
C 0.73 -0.41 -1.60  0.74
C -1.18 0.25 0.52  -0.08
C 0.71 0.12 -0.20  -0.43
N -1.27 0.03 1.84  -0.80
O 0.89 -1.57 -1.84  -0.58
O 0.52 0.55 -2.47  -0.65
S 1.43 -1.07 0.96  -0.04
Cl 1.24 1.75 -0.02  -0.02
H -1.17 1.27 0.27  0.19
H -1.80 -0.38 -0.14  0.20
H 0.59 1.35 -2.07  0.48
H -1.34 -0.81 2.39  0.42
H -0.98 0.90 2.37  0.39
H 1.65 -1.99 0.00  0.18


(6)
Below is 2 unconnected molecules or ions with the total composition C4H11NO2 in a non-equilibrium geometry, with properties calculated with wB97M-V/def2-TZVPD.

Properties
Structure (SMILES): C[C@H](N)CC=O.O
Net charge: 0
Energy above the lowest of the compared OMol25 structures with the same formula, charge and spin: 29.5 kcal per mole

Last column: natural (NBO) charge in e.
Atoms and positions in Å:
C 1.55 -0.82 0.69  -0.62
C 0.84 0.47 0.27  -0.05
C 0.26 0.39 -1.12  -0.55
C -0.26 1.67 -1.67  0.46
O -0.67 1.83 -2.79  -0.52
N -0.23 0.86 1.19  -0.83
H 0.91 -1.65 0.36  0.19
H 2.56 -0.97 0.30  0.22
H 1.61 -0.91 1.78  0.21
H 1.56 1.31 0.29  0.18
H 0.87 -0.15 -1.85  0.24
H -0.61 -0.29 -1.01  0.26
H -0.23 2.47 -0.94  0.11
H 0.13 0.89 2.14  0.35
H -0.93 0.12 1.21  0.36
H -3.21 -1.37 0.43  0.49
H -1.84 -2.27 0.58  0.49
O -2.32 -1.59 0.13  -0.97


The records above yield DFT total energy values of -177050.71725; -38796.69182; -25444.44965; -212678.09637; -32149.56124; -9910.96196 eV, respectively.